No. 1
ORCA calculation (the ωB97M-V functional and the def2-TZVPD basis) on a structure of composition C37H33Cl4N2O5SSb2Tc at a distorted geometry.

Properties
- E_HOMO (spin up / spin down): -10.36 / -10.35 eV
- Orbital gap (spin up / spin down): 0.173 / 0.175 Eh

```
! RIJCOSX wB97M-V def2-TZVPD def2/J DEFGRID3
* xyz 1 2
Tc -0.995 -0.002 1.829
C 1.194 -1.872 -1.057
C 2.556 -1.286 -1.450
C 2.750 0.124 -0.902
Sb 1.144 1.532 -1.268
C 1.872 2.251 -3.139
C 0.988 2.312 -4.213
C 1.414 2.754 -5.459
C 2.732 3.142 -5.641
C 3.622 3.090 -4.576
C 3.193 2.646 -3.334
C 1.901 3.002 0.084
C 0.976 3.797 0.756
C 1.390 4.736 1.690
C 2.740 4.886 1.971
C 3.672 4.095 1.313
C 3.254 3.158 0.377
Sb -0.265 -1.466 -2.614
C -0.534 -3.531 -3.123
C 0.253 -4.003 -4.173
C 0.230 -5.344 -4.535
C -0.594 -6.230 -3.859
C -1.397 -5.770 -2.824
C -1.363 -4.432 -2.458
C -2.097 -1.221 -1.498
C -2.288 -0.345 -0.424
C -3.553 0.036 0.009
C -4.673 -0.532 -0.576
C -4.515 -1.434 -1.616
C -3.247 -1.748 -2.087
H 0.881 -1.454 -0.096
H 1.223 -2.958 -0.956
H 2.689 -1.294 -2.536
H 3.353 -1.924 -1.054
H 3.677 0.561 -1.278
H 2.824 0.081 0.186
H -0.046 2.008 -4.083
H 0.716 2.796 -6.285
H 3.067 3.489 -6.610
H 4.650 3.398 -4.713
H 3.901 2.623 -2.513
H -0.086 3.680 0.560
H 0.658 5.346 2.205
H 3.066 5.617 2.699
H 4.727 4.212 1.525
H 4.001 2.552 -0.121
H 0.891 -3.321 -4.725
H 0.849 -5.692 -5.351
H -0.621 -7.273 -4.145
H -2.056 -6.455 -2.305
H -2.020 -4.095 -1.664
H -1.386 0.220 -0.081
H -3.670 0.785 0.779
H -5.662 -0.253 -0.237
H -5.384 -1.871 -2.090
H -3.157 -2.411 -2.940
Cl -3.504 4.647 5.897
C -3.262 3.221 4.996
C -3.836 1.987 5.474
Cl -4.727 1.998 6.922
C -3.667 0.810 4.784
Cl -4.327 -0.679 5.311
C -2.909 0.817 3.600
O -2.655 -0.235 2.885
C -2.311 2.051 3.126
O -1.601 1.953 2.071
C -2.525 3.257 3.844
Cl -1.821 4.684 3.231
N -0.340 -2.561 3.187
C -0.380 -3.898 3.177
C -0.744 -4.289 1.904
C -0.919 -3.100 1.199
N -0.669 -2.051 1.982
H -0.147 -1.927 3.949
H -0.146 -4.471 4.058
H -0.866 -5.292 1.538
H -1.207 -2.940 0.175
C 2.703 0.298 3.406
S 1.191 1.067 2.975
O 0.068 0.259 3.619
O 1.225 2.436 3.334
O 0.938 0.747 1.518
H 2.827 0.401 4.482
H 3.489 0.841 2.882
H 2.678 -0.746 3.102
*
```

***

No. 2
ORCA calculation (the ωB97M-V functional and the def2-TZVPD basis) on a structure of composition C37H33HfN7O3Se4 at a distorted geometry.

Properties
- Relative energy (zero: lowest compared OMol25 entry of this formula, charge and spin): 51.6 kcal/mol
- E_HOMO (spin up / spin down): -9.13 / -9.75 eV
- Orbital gap (spin up / spin down): 0.232 / 0.242 Eh

```
! RIJCOSX wB97M-V def2-TZVPD def2/J DEFGRID3
* xyz 1 2
Hf -0.076 -0.130 -0.503
C -2.711 -3.240 1.126
C -2.437 -1.975 0.382
O -1.177 -1.762 0.079
C -3.438 -1.132 0.010
C -3.262 0.105 -0.699
C -4.457 0.987 -0.856
N -2.093 0.482 -1.145
N -2.087 1.795 -1.670
C -0.897 2.254 -1.821
O 0.197 1.531 -1.582
C -0.705 3.671 -2.198
C 0.548 4.094 -2.629
C 0.759 5.425 -2.961
C -0.278 6.340 -2.849
C -1.526 5.922 -2.399
C -1.741 4.593 -2.073
H -2.173 -4.065 0.657
H -3.775 -3.466 1.154
H -2.343 -3.149 2.149
H -4.445 -1.385 0.306
H -5.369 0.442 -0.629
H -4.504 1.419 -1.853
H -4.357 1.822 -0.156
H 1.357 3.378 -2.688
H 1.734 5.748 -3.304
H -0.115 7.378 -3.107
H -2.332 6.637 -2.296
H -2.705 4.257 -1.714
Se -1.015 1.000 1.699
Se 0.199 0.710 4.373
C 0.341 -1.182 4.124
C 0.364 -1.981 5.276
C 0.459 -3.348 5.143
C 0.498 -3.900 3.866
C 0.457 -3.034 2.793
N 0.405 -1.702 2.901
C -0.559 2.871 1.560
C -1.473 3.782 2.083
C -1.195 5.131 1.967
C -0.025 5.525 1.334
C 0.822 4.539 0.858
N 0.571 3.233 0.969
H 0.294 -1.517 6.251
H 0.479 -3.982 6.021
H 0.542 -4.969 3.711
H 0.442 -3.417 1.780
H -2.381 3.432 2.555
H -1.889 5.865 2.355
H 0.227 6.570 1.214
H 1.746 4.802 0.355
Se 1.761 0.711 -4.052
Se 3.179 -0.169 -2.469
C 3.074 0.759 -0.750
C 4.187 1.524 -0.470
C 4.404 1.959 0.835
C 3.508 1.594 1.810
C 2.385 0.867 1.445
N 2.152 0.457 0.195
C 0.259 -0.519 -3.983
C -0.218 -0.876 -5.239
C -1.242 -1.797 -5.342
C -1.727 -2.376 -4.182
C -1.203 -1.965 -2.975
N -0.250 -1.025 -2.853
H 4.886 1.751 -1.261
H 5.272 2.561 1.072
H 3.633 1.886 2.844
H 1.637 0.606 2.182
H 0.237 -0.447 -6.122
H -1.633 -2.078 -6.311
H -2.507 -3.124 -4.203
H -1.567 -2.381 -2.047
O 1.310 -1.902 -0.736
N 1.956 -2.994 -0.490
C 2.869 -3.021 0.503
C 3.593 -4.167 0.748
C 3.386 -5.294 -0.030
C 2.447 -5.237 -1.048
C 1.741 -4.075 -1.268
H 2.953 -2.104 1.065
H 4.313 -4.161 1.553
H 3.946 -6.200 0.152
H 2.254 -6.089 -1.685
H 1.000 -3.933 -2.039
*
```